[1]
Density functional theory data (the ωB97M-V functional and the def2-TZVPD basis) for a cluster of 2 separate species, ClH4NSi in total at a distorted geometry.

Cartesian coordinates (Å):
1 N -0.20 0.32 -0.90
2 Si -1.45 -0.01 0.10
3 Cl 3.13 -0.79 0.74
4 H -0.28 0.69 -1.82
5 H -2.81 -0.68 -0.26
6 H -1.08 0.14 1.48
7 H 2.70 0.32 0.66

**SMILES**: N=[SiH2].Cl
**ΔE to the lowest compared entry with this formula, charge and spin**: 3.592 eV
**Gap between HOMO and LUMO**: 0.340 Eh
**LUMO energy**: -0.00998 Eh
**2S+1**: 1
**HOMO energy**: -0.3501 Ha

[2]
Density functional theory data (the ωB97M-V functional and the def2-TZVPD basis) for a structure of composition C21H32CuN4O3P.

Cartesian coordinates (Å):
1 Cu -0.36 -0.35 -0.22
2 C -0.17 0.02 -3.10
3 C -0.18 1.45 -2.57
4 N 0.39 1.48 -1.22
5 C 1.87 1.49 -1.16
6 C 2.50 0.11 -0.98
7 C 3.85 -0.14 -1.13
8 C 4.30 -1.43 -0.86
9 C 3.41 -2.41 -0.44
10 C 2.07 -2.07 -0.31
11 C 1.01 -3.00 0.23
12 N -0.37 -2.50 0.07
13 C -1.06 -3.04 -1.11
14 C -0.60 -2.29 -2.35
15 N -0.85 -0.85 -2.14
16 N 1.66 -0.84 -0.60
17 H 0.86 -0.33 -3.20
18 H -0.63 -0.03 -4.09
19 H -1.21 1.81 -2.51
20 H 0.35 2.11 -3.26
21 H 0.06 2.29 -0.72
22 H 2.16 2.10 -0.31
23 H 2.28 1.97 -2.05
24 H 4.53 0.63 -1.44
25 H 5.35 -1.66 -0.96
26 H 3.75 -3.41 -0.21
27 H 1.20 -3.10 1.30
28 H 1.11 -3.99 -0.23
29 H -0.88 -2.74 0.92
30 H -2.14 -2.88 -0.97
31 H -0.88 -4.11 -1.23
32 H -1.12 -2.65 -3.24
33 H 0.47 -2.43 -2.51
34 H -1.86 -0.70 -2.16
35 O 0.59 2.92 1.85
36 C 1.42 2.40 2.78
37 C 2.26 3.29 3.46
38 C 3.13 2.81 4.42
39 C 3.20 1.45 4.71
40 C 2.38 0.58 4.03
41 C 1.48 1.03 3.06
42 C 0.67 0.03 2.33
43 O 0.79 -1.17 2.49
44 O -0.15 0.54 1.43
45 H 0.05 2.16 1.55
46 H 2.19 4.34 3.23
47 H 3.77 3.51 4.95
48 H 3.89 1.08 5.46
49 H 2.40 -0.49 4.23
50 C -5.41 -0.75 0.06
51 P -3.91 -0.02 -0.68
52 C -3.43 1.18 0.61
53 C -4.65 1.09 -1.93
54 H -6.11 0.02 0.38
55 H -5.14 -1.36 0.93
56 H -5.91 -1.40 -0.66
57 H -4.22 1.92 0.79
58 H -2.52 1.72 0.33
59 H -3.22 0.67 1.55
60 H -5.39 1.76 -1.49
61 H -5.13 0.51 -2.72
62 H -3.88 1.71 -2.40

**⟨S²⟩**: 0.7526
**ΔE to the lowest compared entry with this formula, charge and spin**: 0.654 eV
**Gap between HOMO and LUMO (spin up / spin down)**: 0.312 / 0.255 Eh
**Total charge**: +1
**LUMO energy (spin up / spin down)**: -0.07774 / -0.13507 Eh
**2S+1**: 2
**HOMO energy (spin up / spin down)**: -0.3899 / -0.3898 Ha

[3]
Density functional theory data (the ωB97M-V functional and the def2-TZVPD basis) for a structure of composition C3H2FO4Y at a distorted geometry.

Cartesian coordinates (Å):
1 C -3.57 1.48 -0.51
2 O -4.71 1.63 -0.43
3 H -2.99 1.21 1.38
4 C -2.14 2.82 -0.21
5 O -1.05 2.42 0.58
6 C -1.11 1.60 1.60
7 O -2.22 1.05 1.96
8 O -0.08 1.44 2.25
9 Y 0.99 0.49 4.06
10 F -2.63 3.93 0.33
11 H -1.82 3.01 -1.24

**⟨S²⟩**: 0.7506
**Gap between HOMO and LUMO (spin up / spin down)**: 0.150 / 0.380 Eh
**Total charge**: +3
**LUMO energy (spin up / spin down)**: -0.56125 / -0.56119 Eh
**2S+1**: 2
**HOMO energy (spin up / spin down)**: -0.7115 / -0.9407 Ha

[4]
Density functional theory data (the ωB97M-V functional and the def2-TZVPD basis) for the ion C6H12NO4 with charge -1 at a distorted geometry.

Cartesian coordinates (Å):
1 C 0.89 0.55 -0.38
2 C 1.65 1.30 0.71
3 C -0.15 -0.56 -0.05
4 C -1.68 -0.18 -0.55
5 C 0.37 -1.91 -0.44
6 C -2.71 -1.08 -0.13
7 N 1.26 2.68 0.81
8 O -0.17 2.81 1.20
9 O -1.84 0.99 -1.02
10 O -2.22 -1.28 -1.41
11 O -4.11 -0.82 -0.05
12 H 0.41 1.28 -1.07
13 H 1.71 0.01 -1.11
14 H 1.54 0.83 1.63
15 H 2.71 1.19 0.50
16 H -0.28 -0.56 1.03
17 H 1.28 -2.20 -0.05
18 H 0.36 -2.07 -1.58
19 H -0.24 -2.76 0.02
20 H -2.51 -1.89 0.65
21 H -0.91 2.48 0.60
22 H 1.28 3.01 -0.18
23 H -4.26 0.02 -0.56

**SMILES**: C[C@@H](CCNO)[C@@]1([O-])O[C@@H]1O
**ΔE to the lowest compared entry with this formula, charge and spin**: 4.048 eV
**Gap between HOMO and LUMO**: 0.278 Eh
**Total charge**: -1
**LUMO energy**: 0.13764 Eh
**2S+1**: 1
**HOMO energy**: -0.1402 Ha

[5]
Density functional theory data (the ωB97M-V functional and the def2-TZVPD basis) for an isolated molecule of C19H21N3O4S.

Cartesian coordinates (Å):
1 N 3.66 0.16 -2.78
2 C 3.57 -0.55 -1.65
3 O 4.44 -1.29 -1.23
4 C 2.20 -0.35 -0.96
5 N 1.98 1.07 -0.80
6 S 0.74 1.75 -1.65
7 O 0.71 3.14 -1.29
8 O 0.97 1.39 -3.03
9 C -0.72 0.93 -1.05
10 C -1.22 1.32 0.18
11 C -2.30 0.65 0.73
12 C -2.88 -0.43 0.04
13 C -2.36 -0.80 -1.21
14 C -1.29 -0.12 -1.74
15 H -0.89 -0.38 -2.71
16 H -2.82 -1.61 -1.75
17 N -3.96 -1.11 0.60
18 C -4.85 -1.91 -0.07
19 O -4.82 -2.20 -1.24
20 C -5.91 -2.35 0.93
21 C -5.27 -2.10 2.29
22 H -4.70 -2.97 2.60
23 H -5.99 -1.86 3.06
24 C -4.32 -0.93 2.00
25 H -4.83 0.03 2.14
26 H -3.43 -0.96 2.63
27 H -6.79 -1.73 0.77
28 H -6.19 -3.39 0.76
29 H -2.69 0.97 1.68
30 H -0.76 2.15 0.69
31 H 2.13 1.43 0.13
32 H 1.46 -0.71 -1.68
33 C 2.06 -1.15 0.35
34 C 2.57 -0.38 1.53
35 C 1.69 0.33 2.34
36 C 2.16 1.08 3.41
37 C 3.52 1.13 3.67
38 C 4.40 0.44 2.86
39 C 3.94 -0.31 1.80
40 H 4.62 -0.85 1.16
41 H 5.46 0.48 3.07
42 H 3.88 1.72 4.50
43 H 1.46 1.61 4.03
44 H 0.63 0.28 2.14
45 H 2.64 -2.07 0.23
46 H 1.01 -1.41 0.50
47 H 4.51 0.14 -3.32
48 H 2.88 0.74 -3.08

**SMILES**: NC(=O)[C@@H](Cc1ccccc1)NS(=O)(=O)c1ccc(N2CCCC2=O)cc1
**ΔE to the lowest compared entry with this formula, charge and spin**: 0.509 eV
**Gap between HOMO and LUMO**: 0.345 Eh
**LUMO energy**: 0.01225 Eh
**2S+1**: 1
**HOMO energy**: -0.3323 Ha

[6]
Density functional theory data (the ωB97M-V functional and the def2-TZVPD basis) for a cluster of 2 separate species, C4H13NOS in total at a distorted geometry.

Cartesian coordinates (Å):
1 C -1.23 1.16 1.86
2 C -2.00 0.30 0.92
3 S -1.51 -1.42 1.29
4 C 0.11 1.42 1.22
5 N 0.41 0.74 -0.03
6 C 1.95 0.96 -0.17
7 H -1.10 0.59 2.84
8 H -1.84 2.01 2.16
9 H -3.24 0.25 0.85
10 H -1.85 0.78 -0.11
11 H -2.38 -1.85 0.31
12 H 0.85 1.23 2.07
13 H 0.33 2.51 1.00
14 H 0.42 -0.35 0.01
15 H 2.08 2.02 0.08
16 H 2.62 0.38 0.52
17 H 2.38 0.63 -1.08
18 H 1.05 -3.05 -4.70
19 H 1.29 -4.54 -4.79
20 O 1.67 -3.77 -4.25

**SMILES**: CNCCCS.O
**ΔE to the lowest compared entry with this formula, charge and spin**: 2.946 eV
**Gap between HOMO and LUMO**: 0.343 Eh
**LUMO energy**: 0.02529 Eh
**2S+1**: 1
**HOMO energy**: -0.3181 Ha

[7]
Density functional theory data (the ωB97M-V functional and the def2-TZVPD basis) for a structure of composition C29H24N6O4PtSSe.

Cartesian coordinates (Å):
1 Pt 0.14 -0.86 0.19
2 C -3.43 -0.95 3.03
3 C -2.62 -0.96 1.89
4 N -1.34 -0.66 1.91
5 C -0.77 -0.35 3.10
6 C -1.50 -0.32 4.29
7 C -2.87 -0.63 4.24
8 C -0.85 -0.02 5.53
9 C 0.48 0.22 5.57
10 C 1.26 0.17 4.37
11 C 2.65 0.36 4.38
12 C 3.35 0.26 3.21
13 C 2.65 -0.02 2.03
14 N 1.34 -0.19 1.98
15 C 0.64 -0.10 3.14
16 H -4.48 -1.22 2.94
17 H -3.05 -1.24 0.95
18 H -3.46 -0.62 5.14
19 H -1.44 0.00 6.44
20 H 0.98 0.43 6.50
21 H 3.16 0.55 5.32
22 H 4.42 0.37 3.17
23 H 3.19 -0.12 1.11
24 C 3.81 -1.44 -2.47
25 C 2.95 -1.09 -1.43
26 N 1.64 -1.19 -1.49
27 C 1.10 -1.69 -2.63
28 C 1.88 -2.07 -3.73
29 C 3.28 -1.93 -3.63
30 C 1.26 -2.62 -4.90
31 C -0.08 -2.79 -4.95
32 C -0.90 -2.43 -3.84
33 C -2.29 -2.65 -3.84
34 C -3.02 -2.31 -2.73
35 C -2.36 -1.76 -1.63
36 N -1.06 -1.54 -1.59
37 C -0.33 -1.87 -2.68
38 H 4.88 -1.34 -2.33
39 H 3.37 -0.73 -0.50
40 H 3.91 -2.23 -4.45
41 H 1.89 -2.91 -5.73
42 H -0.55 -3.22 -5.82
43 H -2.76 -3.09 -4.71
44 H -4.09 -2.48 -2.68
45 H -2.93 -1.51 -0.75
46 C -2.05 3.38 -3.01
47 N -1.28 4.20 -2.08
48 C -1.21 5.55 -2.09
49 C -0.39 5.93 -1.06
50 N 0.02 4.80 -0.44
51 C 0.92 4.76 0.72
52 C -0.52 3.72 -1.06
53 Se -0.26 1.95 -0.60
54 H -2.54 4.05 -3.71
55 H -2.79 2.80 -2.47
56 H -1.38 2.71 -3.55
57 H -1.74 6.14 -2.82
58 H -0.09 6.91 -0.74
59 H 1.17 5.78 0.98
60 H 1.82 4.20 0.46
61 H 0.41 4.28 1.55
62 O -0.54 -3.79 2.76
63 S 0.38 -4.04 1.68
64 O -0.14 -5.19 0.84
65 O 0.43 -2.86 0.77
66 O 1.72 -4.47 2.01

**⟨S²⟩**: 6.0313
**ΔE to the lowest compared entry with this formula, charge and spin**: 1.854 eV
**Gap between HOMO and LUMO (spin up / spin down)**: 0.272 / 0.184 Eh
**Total charge**: +2
**LUMO energy (spin up / spin down)**: -0.19780 / -0.32324 Eh
**2S+1**: 5
**HOMO energy (spin up / spin down)**: -0.4702 / -0.5068 Ha

[8]
Density functional theory data (the ωB97M-V functional and the def2-TZVPD basis) for a structure of composition C4H6DyO2 at a distorted geometry.

Cartesian coordinates (Å):
1 H -1.21 -1.77 -0.74
2 O -1.88 -2.48 1.13
3 C -1.24 -1.71 0.43
4 C -1.25 -0.29 0.48
5 C -0.33 0.62 -0.25
6 C 1.12 0.11 -0.38
7 O 2.02 1.14 -0.50
8 Dy 3.22 2.93 0.44
9 H -1.90 0.15 1.24
10 H -0.33 1.62 0.21
11 H -0.72 0.74 -1.28
12 H 1.17 -0.55 -1.27
13 H 1.34 -0.52 0.50

**⟨S²⟩**: 12.0177
**ΔE to the lowest compared entry with this formula, charge and spin**: 0.995 eV
**Gap between HOMO and LUMO (spin up / spin down)**: 0.232 / 0.236 Eh
**Total charge**: +2
**LUMO energy (spin up / spin down)**: -0.40134 / -0.40133 Eh
**2S+1**: 7
**HOMO energy (spin up / spin down)**: -0.6335 / -0.6372 Ha

[9]
Density functional theory data (the ωB97M-V functional and the def2-TZVPD basis) for a cluster of 15 separate species, C27H69ClIN15O31 in total at a distorted geometry.

Cartesian coordinates (Å):
1 C -2.22 0.96 6.53
2 C -3.64 1.47 6.10
3 O -3.68 1.81 4.71
4 C -4.15 0.75 3.90
5 N -3.84 -0.57 4.40
6 C -3.52 1.01 2.47
7 C -3.82 2.50 2.12
8 I -4.53 -0.36 1.10
9 O -2.16 0.75 2.63
10 C -1.38 1.03 1.47
11 C -0.58 2.37 1.59
12 C -0.14 2.75 3.04
13 C 0.17 4.30 2.99
14 O -1.07 5.00 3.16
15 C -1.12 5.42 4.55
16 C -0.46 -0.23 1.26
17 Cl 0.20 -0.79 2.85
18 C 0.61 -0.04 0.14
19 C 2.00 0.48 0.67
20 H -2.22 -0.15 6.61
21 H -1.54 1.24 5.70
22 H -1.90 1.38 7.50
23 H -3.79 2.42 6.64
24 H -4.46 0.80 6.43
25 H -5.25 0.81 3.78
26 H -4.32 -1.30 3.90
27 H -2.84 -0.73 4.47
28 H -3.68 2.72 1.04
29 H -4.82 2.83 2.46
30 H -3.07 3.12 2.66
31 H -1.98 1.11 0.54
32 H -1.28 3.17 1.28
33 H 0.29 2.43 0.92
34 H 0.79 2.26 3.37
35 H -0.94 2.61 3.80
36 H 0.95 4.61 3.71
37 H 0.49 4.49 1.94
38 H -0.44 6.30 4.63
39 H -0.77 4.56 5.15
40 H -2.14 5.66 4.86
41 H -1.15 -1.03 0.91
42 H 0.81 -1.06 -0.26
43 H 0.23 0.55 -0.71
44 H 2.34 1.25 -0.05
45 H 1.83 1.03 1.62
46 H 2.75 -0.33 0.78
47 C 3.95 -4.10 1.13
48 N 3.25 -3.33 0.07
49 O 3.70 -2.24 -0.21
50 O 2.29 -3.84 -0.45
51 H 4.78 -3.52 1.49
52 H 3.23 -4.29 1.92
53 H 4.29 -5.03 0.68
54 C -6.62 0.39 -2.09
55 N -7.35 1.19 -3.11
56 O -6.93 2.29 -3.36
57 O -8.32 0.67 -3.62
58 H -5.78 0.98 -1.72
59 H -7.32 0.18 -1.28
60 H -6.28 -0.52 -2.56
61 C 0.96 -5.86 -2.78
62 N 1.08 -6.83 -3.90
63 O 1.46 -6.42 -4.97
64 O 0.80 -7.98 -3.65
65 H 1.25 -4.88 -3.14
66 H -0.08 -5.86 -2.45
67 H 1.62 -6.19 -1.98
68 C 7.09 -1.16 0.73
69 N 7.22 -2.15 -0.37
70 O 7.58 -1.74 -1.44
71 O 6.96 -3.30 -0.11
72 H 7.35 -0.18 0.35
73 H 6.05 -1.18 1.06
74 H 7.76 -1.46 1.53
75 C 7.25 0.16 -4.57
76 N 7.14 1.47 -3.88
77 O 6.67 1.47 -2.76
78 O 7.52 2.45 -4.47
79 H 6.87 -0.61 -3.92
80 H 6.66 0.23 -5.48
81 H 8.30 0.00 -4.80
82 C -10.28 0.91 -6.38
83 N -11.33 0.09 -7.03
84 O -11.16 -0.24 -8.18
85 O -12.30 -0.21 -6.36
86 H -9.49 1.10 -7.10
87 H -10.75 1.84 -6.07
88 H -9.91 0.35 -5.53
89 C 2.56 -10.93 -3.81
90 N 3.38 -10.70 -2.59
91 O 3.25 -9.65 -2.01
92 O 4.12 -11.60 -2.26
93 H 1.95 -10.05 -3.99
94 H 3.25 -11.09 -4.64
95 H 1.94 -11.80 -3.64
96 C -4.29 5.57 8.47
97 N -3.06 5.61 7.64
98 O -2.88 4.70 6.86
99 O -2.33 6.56 7.79
100 H -4.85 4.67 8.23
101 H -3.98 5.56 9.51
102 H -4.87 6.46 8.24
103 C 6.70 -4.11 -6.96
104 N 6.59 -2.80 -6.26
105 O 6.12 -2.79 -5.15
106 O 6.97 -1.82 -6.87
107 H 6.32 -4.89 -6.30
108 H 6.12 -4.05 -7.87
109 H 7.75 -4.27 -7.18
110 C -5.83 10.23 8.37
111 N -5.73 9.20 7.31
112 O -5.32 9.54 6.23
113 O -6.07 8.07 7.61
114 H -5.49 11.18 7.96
115 H -6.87 10.29 8.68
116 H -5.19 9.92 9.20
117 C 8.72 -8.26 -7.42
118 N 7.65 -7.24 -7.54
119 O 7.90 -6.22 -8.14
120 O 6.58 -7.50 -7.02
121 H 9.60 -7.90 -7.93
122 H 8.91 -8.41 -6.36
123 H 8.35 -9.18 -7.88
124 C -6.45 -0.70 -7.17
125 N -6.96 0.52 -7.83
126 O -7.28 0.44 -9.00
127 O -7.03 1.53 -7.15
128 H -6.44 -1.51 -7.89
129 H -5.44 -0.49 -6.82
130 H -7.11 -0.93 -6.34
131 C 1.46 -0.03 6.32
132 N 1.34 1.28 7.01
133 O 0.86 1.29 8.13
134 O 1.73 2.26 6.41
135 H 1.07 -0.80 6.97
136 H 0.88 0.04 5.41
137 H 2.51 -0.19 6.11
138 C 5.75 4.55 -2.48
139 N 5.37 4.91 -1.09
140 O 4.27 5.38 -0.91
141 O 6.19 4.71 -0.23
142 H 4.93 4.79 -3.14
143 H 6.63 5.13 -2.74
144 H 5.97 3.49 -2.50

**Gap between HOMO and LUMO**: 0.318 Eh
**LUMO energy**: -0.01446 Eh
**2S+1**: 1
**HOMO energy**: -0.3328 Ha

[10]
Density functional theory data (the ωB97M-V functional and the def2-TZVPD basis) for a structure of composition C9H27AuClIOP2S at a distorted geometry.

Cartesian coordinates (Å):
1 C -0.46 -0.61 -1.86
2 I 0.04 1.44 2.22
3 H -1.20 -0.26 -2.60
4 H -0.69 -1.62 -1.50
5 H 0.57 -0.51 -2.21
6 Au -0.77 0.79 -0.28
7 P -2.32 -0.75 0.73
8 C -1.64 -2.13 1.72
9 C -3.43 0.18 1.84
10 H -4.30 -0.43 2.09
11 H -4.25 -2.02 0.00
12 H -3.73 1.09 1.30
13 H -3.81 -0.70 -1.14
14 H -1.02 -1.72 2.53
15 H -2.88 0.47 2.75
16 C -3.42 -1.50 -0.50
17 H -2.45 -2.73 2.15
18 H -2.86 -2.21 -1.12
19 H -1.01 -2.77 1.09
20 P 0.96 2.19 -1.18
21 C 2.70 1.83 -0.83
22 C 0.84 2.30 -2.98
23 H -0.39 4.12 -0.70
24 H 1.28 4.59 -1.18
25 H 0.95 3.95 0.48
26 C 0.68 3.89 -0.58
27 H -0.20 2.53 -3.25
28 H 1.51 3.09 -3.35
29 H 3.33 2.50 -1.43
30 H 2.96 0.79 -1.05
31 H 1.12 1.34 -3.43
32 H 2.90 2.02 0.23
33 Cl -2.52 2.22 -1.42
34 C 2.02 -3.44 1.01
35 S 1.83 -1.69 0.60
36 C 2.59 -0.99 2.08
37 O 2.74 -1.41 -0.56
38 H 1.61 -3.59 2.01
39 H 3.09 -3.69 0.96
40 H 1.45 -4.00 0.26
41 H 1.97 -1.28 2.94
42 H 3.61 -1.39 2.17
43 H 2.60 0.11 2.01

**⟨S²⟩**: 2.0155
**Gap between HOMO and LUMO (spin up / spin down)**: 0.270 / 0.142 Eh
**Total charge**: +2
**LUMO energy (spin up / spin down)**: -0.29816 / -0.41015 Eh
**2S+1**: 3
**HOMO energy (spin up / spin down)**: -0.5685 / -0.5519 Ha

[11]
Density functional theory data (the ωB97M-V functional and the def2-TZVPD basis) for a cluster of 2 separate species, C3H7O3S in total at a distorted geometry.

Cartesian coordinates (Å):
1 C -1.05 0.85 0.09
2 C 0.64 -1.40 -0.03
3 C 0.44 0.76 -0.33
4 O 1.86 -1.42 -2.32
5 O 3.14 -0.55 -0.40
6 O 1.29 1.38 0.29
7 S 2.16 -1.82 -0.92
8 H -1.32 0.16 0.90
9 H -1.20 1.88 0.28
10 H -1.67 0.53 -0.79
11 H -0.15 -1.85 -0.63
12 H 0.80 -1.70 1.05
13 H 0.57 0.51 -1.56
14 H 2.53 0.17 -0.23

**ΔE to the lowest compared entry with this formula, charge and spin**: 3.251 eV
**Gap between HOMO and LUMO**: 0.253 Eh
**Total charge**: -1
**LUMO energy**: 0.14006 Eh
**2S+1**: 1
**HOMO energy**: -0.1132 Ha

[12]
Density functional theory data (the ωB97M-V functional and the def2-TZVPD basis) for an isolated molecule of CH2ClFO2.

Cartesian coordinates (Å):
1 C -0.95 0.13 0.43
2 O 0.14 -0.20 1.16
3 O -0.74 0.30 -0.89
4 F -1.89 -0.84 0.53
5 Cl -1.62 1.61 1.19
6 H 0.44 -1.09 0.94
7 H -0.18 1.08 -1.05

**SMILES**: OC(O)(F)Cl
**ΔE to the lowest compared entry with this formula, charge and spin**: 0.218 eV
**Gap between HOMO and LUMO**: 0.437 Eh
**LUMO energy**: 0.01896 Eh
**2S+1**: 1
**HOMO energy**: -0.4184 Ha